Density functional theory data (ωB97M-V/def2-TZVPD) for a cluster of 2 separate species, C6H8 in total at a distorted geometry.

Its net charge is 0. The energy above the lowest of the compared OMol25 structures with the same formula, charge and spin comes out at 7.961 eV.

Last column: Löwdin charge in e.
Geometry (Å):
C 0.80 -1.17 -1.97  -0.250
C 1.07 -2.00 -2.92  0.100
C 0.39 -0.58 -0.91  -0.070
C -1.96 0.61 -1.68  0.050
C 1.86 -0.22 1.22  -0.097
C 0.61 0.07 0.31  -0.276
H -2.71 -0.27 -1.52  0.035
H -1.43 0.54 -2.64  -0.006
H -1.80 1.31 -0.87  -0.019
H 2.86 -0.36 0.74  0.092
H 1.71 -1.21 1.60  0.050
H 1.91 0.37 2.17  0.086
H 0.77 1.11 -0.17  0.159
H -0.27 0.28 1.04  0.146